No. 1
17
Properties=species:S:1:pos:R:3:forces:R:3 method="wB97M-V/def2-TZVPD" e_tot_ha=-309.64214 de_lowest_kj_mol=525.7 homo_energy_ev="-9.302 / -9.378" largest_force_ha_per_bohr=0.011 molar_mass_da=98.1 homo_lumo_gap_ev="8.1 / 8.2"
O -2.2852 0.6489 0.5740 0.2 -0.2 -0.4
C -1.8046 0.0377 -0.3501 -0.2 0.1 0.2
C -0.8807 -1.1507 -0.2081 0.0 0.0 0.0
C 0.0841 -1.0278 0.9828 0.0 0.0 0.1
C 1.4254 -0.4658 0.6029 0.1 0.1 0.0
C -0.2132 1.5693 -1.6482 0.0 0.4 -0.4
C 1.9957 0.6058 1.1442 -0.1 -0.1 0.0
H -2.1284 0.2614 -1.4008 0.0 0.0 0.1
H -1.5394 -2.0211 -0.0745 0.0 0.1 0.0
H -0.3427 -1.2967 -1.1503 -0.1 0.0 0.1
H 0.2361 -2.0232 1.4197 0.0 0.1 -0.1
H -0.3868 -0.4071 1.7531 0.1 -0.1 -0.1
H 1.9640 -1.0175 -0.1708 -0.1 0.1 0.1
H -0.0270 1.5499 -2.7460 0.0 -0.1 0.2
H -0.5759 2.6072 -1.4786 0.1 -0.3 0.1
H 2.9849 0.9384 0.8390 -0.2 -0.1 0.0
H 1.4938 1.1912 1.9118 0.0 -0.1 -0.1



No. 2
17
Properties=species:S:1:pos:R:3:forces:R:3 method="wB97M-V/def2-TZVPD" e_tot_ha=-309.83259 de_lowest_kj_mol=25.7 homo_energy_ev=-9.619 largest_force_ha_per_bohr=0.008 molar_mass_da=98.1 homo_lumo_gap_ev=10.3
C 0.0462 1.7314 -1.0715 -0.1 0.1 0.0
C 1.1167 0.6737 -1.3615 0.0 0.0 0.0
C 0.6718 -0.7506 -1.1335 -0.1 -0.1 0.2
C 0.1478 -1.2806 -0.0212 0.1 0.0 -0.1
C -0.0228 -0.5641 1.2759 0.1 0.3 0.1
C -1.2445 -0.9263 2.0960 0.0 0.1 0.0
O 0.7598 0.2860 1.6570 -0.2 -0.3 -0.2
H -0.2063 1.7659 -0.0100 0.0 0.0 -0.2
H 0.4153 2.7224 -1.3560 -0.1 -0.1 0.0
H -0.8684 1.5306 -1.6391 0.1 0.0 0.0
H 1.4271 0.7698 -2.4060 0.0 0.0 0.1
H 1.9997 0.8790 -0.7506 -0.1 0.0 0.0
H 0.7621 -1.4110 -1.9960 -0.1 0.1 0.1
H -0.2007 -2.3120 -0.0382 0.0 0.1 0.0
H -1.1965 -1.9645 2.4400 0.0 0.1 -0.1
H -1.3110 -0.2635 2.9612 0.0 -0.1 -0.1
H -2.1497 -0.8233 1.4847 0.2 -0.1 0.1



No. 3
17
Properties=species:S:1:pos:R:3:forces:R:3 method="wB97M-V/def2-TZVPD" e_tot_ha=-309.68966 de_lowest_kj_mol=400.9 homo_energy_ev=-9.418 largest_force_ha_per_bohr=0.081 molar_mass_da=98.1 homo_lumo_gap_ev=10.3
C -1.7130 0.3183 0.6251 0.5 -0.6 2.0
C -0.4212 0.0924 -0.0596 0.7 0.6 -0.3
C 0.6096 0.8399 -1.0735 -0.9 -0.2 -0.3
C 1.6289 -0.0301 -0.3158 -0.1 0.1 0.6
C 0.6872 0.3300 0.9157 -0.6 -1.0 2.5
O 1.2885 -1.3486 -0.6909 0.1 -0.1 0.1
C -0.1336 -1.3557 -0.4982 -0.2 0.0 0.0
H -1.9452 1.3675 0.8330 0.0 -0.2 -0.1
H -1.1824 -0.1409 1.8205 -2.9 0.9 -2.8
H -2.5958 -0.2034 0.2051 0.5 0.2 0.6
H 0.3603 0.5275 -2.0812 0.5 0.1 -0.4
H 0.7688 1.9243 -0.9990 -0.4 -0.4 0.2
H 2.7131 0.1256 -0.3404 -0.4 0.0 0.0
H 0.8196 1.3821 1.1975 -0.1 -0.2 -0.1
H 0.0862 -0.2097 2.0363 3.2 0.7 -2.3
H -0.6391 -1.6332 -1.4340 0.1 0.1 0.2
H -0.3908 -2.0869 0.2810 0.0 0.2 -0.1



No. 4
17
Properties=species:S:1:pos:R:3:forces:R:3 method="wB97M-V/def2-TZVPD" e_tot_ha=-309.77978 de_lowest_kj_mol=164.3 homo_energy_ev=-9.436 smiles="C1=CCC1.CC=O" largest_force_ha_per_bohr=0.011 molar_mass_da=98.1 homo_lumo_gap_ev=10.5
C 0.6622 1.2931 -1.0552 -0.1 0.0 0.0
C -0.3904 0.5394 -1.3897 0.0 0.1 0.0
C 0.4215 -0.7310 -1.5301 0.0 -0.2 -0.1
C 1.6518 0.1509 -1.1487 0.2 0.0 0.0
H 0.7837 2.3471 -0.8141 0.0 -0.2 0.0
H -1.4489 0.7491 -1.5308 0.2 0.0 0.0
H 0.4562 -1.1631 -2.5366 0.0 0.1 0.2
H 0.1979 -1.5214 -0.8042 0.0 0.1 -0.1
H 2.1388 -0.1354 -0.2110 -0.1 0.1 -0.2
H 2.4055 0.2479 -1.9381 -0.1 0.0 0.1
C -1.6115 -0.4192 1.8292 0.0 -0.1 -0.1
C -0.1531 -0.0497 1.8702 0.2 -0.2 0.0
O 0.7530 -0.8415 1.7460 -0.4 0.4 0.1
H -1.7234 -1.4849 1.6159 0.0 0.2 0.0
H -2.0803 -0.1831 2.7925 0.1 0.0 -0.1
H -2.1236 0.1749 1.0635 0.1 -0.1 0.1
H 0.0608 1.0269 2.0412 0.0 -0.1 0.0



No. 5
17
Properties=species:S:1:pos:R:3:forces:R:3 method="wB97M-V/def2-TZVPD" e_tot_ha=-309.73674 de_lowest_kj_mol=277.3 homo_energy_ev=-7.765 largest_force_ha_per_bohr=0.009 molar_mass_da=98.1 homo_lumo_gap_ev=8.4
C 2.2456 0.0507 -0.0320 0.1 0.0 0.0
C 0.7698 -0.1975 -0.1611 -0.1 0.1 0.0
C 0.0195 -1.1957 0.4481 -0.1 0.1 0.1
C -1.3762 -0.9411 0.3195 0.0 -0.3 -0.1
C -1.4666 -0.0333 -0.9161 0.0 0.2 0.1
C -0.1883 0.7072 -0.6899 0.2 -0.3 -0.4
O -1.0037 1.4952 0.9255 0.1 -0.1 0.3
H 2.4600 0.9526 0.5576 0.0 -0.1 -0.1
H 2.7289 0.1830 -1.0072 -0.1 0.0 0.1
H 2.7380 -0.7904 0.4672 -0.1 0.1 -0.1
H 0.4449 -1.9919 1.0566 -0.1 0.1 -0.1
H -1.3487 0.2715 1.0197 0.1 0.2 -0.1
H -2.1153 -1.7149 0.5120 0.1 0.1 0.0
H -1.3951 -0.6228 -1.8416 0.0 0.1 0.1
H -2.3415 0.6182 -0.9555 0.1 -0.1 0.0
H 0.0600 1.6313 -1.2038 -0.1 -0.1 0.1
H -0.2311 1.5781 1.5011 -0.2 0.1 -0.1



No. 6
17
Properties=species:S:1:pos:R:3:forces:R:3 method="wB97M-V/def2-TZVPD" e_tot_ha=-309.79268 de_lowest_kj_mol=130.5 homo_energy_ev=-9.506 smiles="C=CC[C@H]1CCO1" largest_force_ha_per_bohr=0.007 molar_mass_da=98.1 homo_lumo_gap_ev=10.7
C -1.9425 1.2745 0.1520 0.0 -0.1 0.0
C -1.3220 0.3899 0.9250 0.0 0.1 0.0
C -0.8927 -0.9858 0.4979 0.0 0.0 0.0
C 0.5864 -1.0400 0.1099 -0.2 -0.3 -0.1
C 1.0049 -0.2666 -1.1487 0.0 0.0 -0.1
C 1.8931 0.5291 -0.1870 0.2 0.2 -0.2
O 1.4241 -0.2185 0.9468 0.0 0.0 0.1
H -2.2085 1.0401 -0.8770 0.0 0.0 0.1
H -2.2077 2.2631 0.5180 0.0 -0.2 -0.1
H -1.0682 0.6608 1.9471 0.0 0.0 -0.1
H -1.4801 -1.3237 -0.3668 0.1 0.0 0.1
H -1.0759 -1.6933 1.3152 0.0 0.1 -0.1
H 0.9347 -2.0817 0.1233 -0.1 0.1 0.0
H 1.5277 -0.8558 -1.9052 -0.1 0.1 0.1
H 0.1999 0.3075 -1.6161 0.1 -0.1 0.1
H 2.9734 0.4050 -0.3316 -0.2 0.0 0.0
H 1.6534 1.5954 -0.1027 0.0 -0.1 0.0